DFT (ωB97M-V/def2-TZVPD) results for C33H33CoN7O2S2 as an isolated structure.

Last column: Löwdin spin population.
Atoms and positions in Å:
C: 2.36 -1.15 -1.42  0.00
C: -2.60 0.90 -2.62  0.00
H: -5.48 0.51 2.27  0.00
H: -2.82 1.04 -3.69  0.00
H: -0.03 1.63 4.75  0.00
S: 0.99 2.22 0.21  -0.02
H: -3.50 1.17 -2.08  0.00
N: 5.17 -0.94 3.18  0.00
H: -1.59 -4.24 -1.68  0.00
C: 3.58 2.23 -0.93  0.00
N: 1.20 -1.39 -0.55  0.03
H: -1.86 2.56 -1.69  0.00
H: -4.21 -1.21 -3.21  0.00
C: -0.59 2.21 -3.25  0.00
C: -0.42 -0.63 3.22  0.00
H: 5.59 2.05 -1.66  0.00
C: 0.41 -2.55 -0.93  0.00
C: -3.03 -2.86 -2.49  0.00
H: -3.75 -3.62 -2.75  0.00
C: -4.62 1.00 1.83  0.00
C: -3.40 0.25 1.70  0.00
C: 5.40 0.99 0.18  0.00
C: -0.92 -2.21 -1.56  0.00
H: -1.41 2.38 3.91  0.00
H: 3.03 -0.46 -0.92  0.00
Co: -0.06 0.49 -0.90  0.97
H: 1.47 -1.44 0.43  0.00
C: 1.70 -1.79 3.13  0.00
H: 0.05 1.95 2.98  0.00
C: 4.54 0.64 1.23  0.00
H: 0.23 -3.19 -0.07  0.00
H: -4.40 -1.40 2.52  0.00
H: 2.75 -0.34 -3.38  0.00
C: 3.23 1.09 1.19  0.00
C: 0.96 -0.64 3.41  0.00
N: -1.50 1.76 -2.20  0.04
C: -1.05 -1.78 2.73  0.00
C: 4.92 1.77 -0.85  0.00
C: -3.29 -1.52 -2.74  0.00
H: -0.82 -3.81 2.12  0.00
H: -5.59 2.87 1.62  0.00
C: 0.34 1.09 -3.67  0.00
C: -2.27 0.84 1.01  0.00
O: -1.21 0.41 3.54  0.00
H: 1.25 -1.27 -3.27  0.00
H: -1.14 2.59 -4.13  0.00
C: -4.68 2.31 1.48  0.00
H: 1.76 1.45 -2.32  0.00
C: -0.59 1.67 3.81  0.00
H: 1.64 -3.83 2.47  0.00
C: -3.42 -1.02 2.26  0.00
H: 0.96 -3.16 -1.66  0.00
H: -1.47 2.76 0.40  0.00
N: -2.46 -1.87 2.61  0.00
C: -2.36 2.25 0.76  0.00
C: 1.07 -2.93 2.67  0.00
C: -0.31 -2.92 2.48  0.00
H: 2.77 -1.78 3.29  0.00
N: 7.84 0.15 0.13  0.00
H: -2.81 -2.76 2.95  0.00
H: 1.45 0.23 3.79  0.00
C: 2.71 1.84 0.13  0.00
C: 6.76 0.53 0.15  0.00
S: 3.09 3.14 -2.31  0.00
C: -3.51 2.94 0.98  0.00
N: 1.10 0.66 -2.49  -0.01
H: 0.01 3.02 -2.84  0.00
H: -0.23 0.24 -4.06  0.00
C: -1.83 -3.21 -1.89  0.00
O: -1.31 0.12 0.63  -0.01
C: 1.89 -0.55 -2.74  0.00
H: 1.01 1.44 -4.46  0.00
N: -1.19 -0.92 -1.81  0.00
C: -2.34 -0.57 -2.38  0.00
H: 2.91 -2.07 -1.62  0.00
C: 4.93 -0.21 2.32  0.00
H: 2.56 0.83 1.99  0.00
H: -3.54 4.00 0.77  0.00

The energy above the lowest of the compared OMol25 structures with the same formula, charge and spin is 0.0 kJ/mol. As for the spin multiplicity: 2. For the HOMO energy (spin up / spin down), the calculation gives -6.3 / -6.3 eV. The frontier orbital gap (spin up / spin down) comes out at 5.17 / 5.19 eV.

=====

DFT (ωB97M-V/def2-TZVPD) results for C12H22As2TeTl as an isolated structure in a non-equilibrium geometry.

Last column: Löwdin charge in e.
Atoms and positions in Å:
H: -7.10 -4.20 10.34  -0.09
H: -11.13 -1.04 12.93  0.02
C: -9.36 0.18 9.41  -0.11
H: -7.39 -3.40 8.80  0.01
H: -3.92 -2.46 8.27  0.03
H: -6.58 -9.70 10.27  0.03
As: -8.99 -1.73 11.62  1.17
H: -9.48 2.19 8.64  0.10
H: -7.14 -9.86 12.02  0.02
H: -9.28 -9.37 12.99  0.01
C: -10.73 -0.73 11.95  -0.35
H: -11.03 -3.22 11.78  0.00
C: -8.48 -0.81 9.88  -0.44
H: -7.69 -10.94 10.67  0.01
C: -7.15 -0.88 9.45  -0.45
C: -8.84 1.35 8.79  -0.08
H: -10.34 0.31 12.12  0.03
H: -10.23 -7.82 12.80  -0.01
C: -6.71 0.29 8.73  -0.11
C: -4.60 -1.63 8.53  -0.36
C: -6.63 -3.74 9.47  -0.37
As: -5.73 -2.12 10.03  1.11
H: -10.41 -0.06 9.55  0.07
H: -10.15 -3.63 10.21  0.00
C: -7.54 1.39 8.43  -0.08
Tl: -7.89 -6.43 11.85  0.69
C: -7.44 -9.92 10.96  -0.42
H: -5.69 0.44 8.48  0.06
C: -10.10 -3.42 11.24  -0.33
Te: -9.10 -8.64 10.39  1.08
H: -9.57 -4.25 11.81  -0.09
H: -10.88 -9.33 12.18  -0.01
H: -11.46 -0.81 11.07  0.05
H: -7.07 2.24 7.94  0.11
H: -5.10 -1.19 7.66  0.03
C: -9.98 -8.82 12.40  -0.40
H: -5.90 -4.40 8.89  0.05
H: -3.90 -0.88 8.88  0.02

The energy above the lowest of the compared OMol25 structures with the same formula, charge and spin is 237.9 kJ/mol. Its charge is +1. For the HOMO energy, the calculation gives -10.6 eV. The frontier orbital gap comes out at 6.38 eV.

=====

DFT (ωB97M-V/def2-TZVPD) results for a 6-piece molecular cluster, C33H70Cl2N4O26P8 overall in a non-equilibrium geometry.

Last column: Löwdin charge in e.
Atoms and positions in Å:
H: -1.95 -1.30 2.58  0.10
H: -7.78 -0.03 1.20  0.03
O: 4.46 4.98 2.94  -0.20
H: -2.79 -4.02 2.76  0.09
H: -4.34 3.56 -8.63  0.09
H: 5.98 1.39 1.41  0.10
H: 10.93 6.14 -5.00  0.09
H: 4.17 5.36 4.95  0.09
H: 2.70 5.10 3.99  0.09
O: 7.00 -2.46 1.07  -0.20
H: 7.65 -4.39 1.54  0.08
H: 7.24 3.45 -0.12  0.08
H: -6.30 -1.18 -4.03  0.09
H: 14.39 7.04 -0.81  0.09
C: -9.63 1.62 -8.27  -0.09
C: -2.29 -2.85 -0.44  -0.08
C: -7.27 -1.62 -3.83  -0.09
H: -6.16 0.20 0.53  0.03
C: 5.89 -3.76 -1.45  -0.09
P: -3.57 -4.34 -5.08  0.73
C: -4.88 -5.44 2.20  -0.10
C: -4.02 -3.87 -3.38  -0.30
H: -3.26 2.44 9.10  0.08
P: 11.08 7.08 -1.66  0.33
H: 3.11 -1.74 2.68  0.10
H: -4.57 -2.24 4.48  0.11
H: -3.86 -5.70 -5.27  0.00
H: -7.46 -0.22 -0.55  0.01
O: -0.24 0.88 8.18  -0.21
H: -8.07 -1.04 -4.27  0.06
H: -2.89 -4.02 4.49  0.11
H: -4.38 -5.60 4.24  0.10
H: -3.82 1.20 7.95  0.08
H: -10.24 1.28 -9.10  0.09
O: -2.10 -0.18 6.75  -0.24
H: -5.52 -4.32 3.97  0.09
N: -5.71 -3.28 -1.80  0.19
C: -7.09 -0.37 0.45  -0.27
P: 5.49 -2.91 0.98  0.33
C: -4.69 -2.98 -0.95  -0.20
O: -6.96 0.04 -8.29  -0.21
C: 8.04 -3.44 1.17  -0.09
C: -2.60 -2.31 0.81  -0.11
H: -5.05 -0.51 -8.89  0.09
H: -1.60 0.17 9.60  0.09
H: 4.32 0.87 1.13  0.06
H: -8.24 -2.18 2.56  0.03
P: -6.77 -2.17 0.72  0.93
C: -4.63 -4.79 3.56  -0.23
H: 8.47 7.37 -1.54  0.08
H: -5.45 -6.35 2.36  0.07
H: 2.91 -0.75 1.22  0.05
O: 10.29 8.33 -1.13  -0.20
H: 5.28 -3.95 -2.33  0.09
H: -3.94 -5.76 1.76  0.07
H: 2.91 -2.51 1.09  0.08
H: -10.09 2.49 -7.81  0.09
P: 5.46 3.86 2.48  0.33
O: 5.13 -2.93 -0.57  -0.21
O: 6.41 3.39 3.49  -0.23
H: 0.60 -0.27 5.78  0.09
O: -5.94 2.30 -8.85  -0.20
C: 13.66 6.66 -1.51  -0.09
H: 13.31 5.68 -1.17  0.08
Cl: -6.67 -5.61 -4.50  0.69
H: -7.44 -1.62 -2.76  0.06
H: -9.54 0.82 -7.53  0.08
C: 7.38 4.11 0.73  -0.08
C: -3.80 -2.32 3.72  -0.20
C: -3.96 -2.15 1.22  -0.21
C: -1.53 -1.84 1.75  -0.13
H: 1.37 1.10 4.95  0.09
C: 3.72 4.77 4.15  -0.09
H: 8.42 9.13 -1.33  0.09
N: -3.04 -3.63 -2.57  0.13
C: -7.23 -2.57 2.43  -0.31
H: 14.11 6.57 -2.49  0.08
H: -2.18 -4.16 -5.15  0.02
C: -5.38 -3.71 -2.98  -0.28
N: 0.27 -0.45 1.90  -0.03
O: -0.44 1.56 5.82  -0.20
H: -0.05 0.30 4.23  0.06
O: 6.11 4.55 1.21  -0.20
O: -0.71 -0.89 1.02  -0.07
H: -4.74 2.63 -7.17  0.08
H: 11.83 5.39 -3.68  0.09
O: -7.07 1.93 -6.56  -0.23
C: 8.87 8.21 -0.97  -0.08
H: 3.71 3.72 4.44  0.08
H: -5.45 -4.83 1.52  0.04
O: 0.37 -3.40 0.22  -0.12
H: 8.50 -3.59 0.19  0.08
H: -5.93 -1.69 -7.91  0.08
C: 4.99 1.72 1.08  -0.07
H: 5.04 2.08 0.05  0.09
P: -7.06 1.59 -7.98  0.32
P: -1.32 1.03 7.01  0.33
O: 10.82 5.81 -0.98  -0.23
H: -7.31 -3.64 2.58  0.02
H: -3.94 1.83 -8.55  0.08
C: 11.52 6.34 -4.12  -0.10
O: -4.27 -3.49 -6.07  -0.44
O: 4.77 -1.61 1.46  -0.21
H: -4.20 -0.65 2.57  0.13
P: -0.59 -3.16 -1.05  0.47
C: 0.42 0.61 5.16  -0.08
H: 6.14 -4.71 -0.98  0.09
C: -7.34 -3.04 -4.30  -0.73
C: -0.69 0.77 9.53  -0.09
O: 4.47 2.75 1.93  -0.21
H: 6.79 -3.24 -1.75  0.09
O: 10.72 7.09 -3.21  -0.21
O: 5.16 -4.15 1.70  -0.23
O: 12.58 7.60 -1.56  -0.20
H: 8.79 -3.07 1.86  0.09
C: -4.99 -2.46 0.35  -0.23
N: -4.32 -1.65 2.51  -0.01
H: 0.49 -4.34 0.42  0.09
O: 1.03 0.27 1.39  0.07
H: 7.95 3.60 1.51  0.09
C: -3.41 2.20 8.05  -0.09
O: -0.55 -4.59 -1.78  -0.12
H: 12.40 6.92 -4.40  0.09
C: -3.35 -3.17 -1.32  -0.19
H: -4.10 2.92 7.62  0.09
O: -2.16 2.33 7.35  -0.20
C: -4.67 2.59 -8.26  -0.09
H: -5.24 -0.26 -7.13  0.09
H: 8.64 8.08 0.08  0.09
Cl: -8.63 -3.38 -5.38  0.70
H: -6.62 -2.14 3.23  0.02
C: -6.49 -3.99 -3.92  -0.68
H: 7.95 4.99 0.41  0.08
C: -5.72 -0.63 -8.04  -0.08
H: -0.89 -2.66 2.07  0.12
C: 3.34 -1.66 1.62  -0.08
H: -2.94 -1.82 4.16  0.09
C: -3.45 -3.80 3.59  -0.18
O: -8.35 2.00 -8.80  -0.20
H: -0.73 -5.28 -1.13  0.08
H: 0.10 0.30 10.10  0.09
O: -0.15 -2.07 -1.91  -0.23
H: -0.88 1.77 9.93  0.09

For the HOMO energy, the calculation gives -7.7 eV. The frontier orbital gap comes out at 6.58 eV. Its SMILES is CCCCNc1c(CON=O)c(P(=O)(O)O)c2nc([PH2]=O)c(/C(Cl)=C(\C)Cl)nc2c1P(C)C.COP(=O)(OC)OC.COP(=O)(OC)OC.COP(=O)(OC)OC.COP(=O)(OC)OC.COP(=O)(OC)OC.

=====

DFT (ωB97M-V/def2-TZVPD) results for C7H14N2 in the gas phase in a non-equilibrium geometry.

Last column: Löwdin spin population.
Atoms and positions in Å:
C: -0.85 0.82 -0.56  0.05
H: -2.17 0.55 1.26  0.00
H: -2.42 1.98 0.12  0.00
H: -1.76 2.37 -1.83  0.01
C: -1.01 1.45 -1.72  0.22
C: 1.94 1.55 -1.02  0.57
H: 2.98 1.80 -1.24  0.05
C: -0.87 -2.12 0.44  0.01
C: -1.67 1.35 0.63  0.02
H: -1.06 -2.86 1.24  0.00
H: 1.38 2.40 -1.07  0.07
H: 2.39 -1.02 1.18  0.00
C: 0.17 -1.02 0.83  0.03
C: 1.51 -1.62 0.90  0.00
H: 1.54 -2.38 1.59  0.00
H: -0.45 -2.62 -0.39  0.00
N: 0.21 0.01 -0.22  0.44
H: -0.98 1.97 1.24  0.00
H: 1.75 -2.17 -0.08  0.00
H: -0.35 1.32 -2.65  0.02
H: -0.09 -0.47 1.88  0.02
H: -1.83 -1.62 0.22  0.00
N: 1.63 0.34 -0.75  0.49

The energy above the lowest of the compared OMol25 structures with the same formula, charge and spin is 53.2 kJ/mol. As for the spin multiplicity: 3. For the HOMO energy (spin up / spin down), the calculation gives -4.5 / -8.9 eV. The frontier orbital gap (spin up / spin down) comes out at 5.40 / 7.14 eV.

=====

The evaluated molar mass for the records listed, in turn: 682.74, 648.14, 1257.62, 126.20 g mol⁻¹.